Entry 1:
{"formula": "C24H43Cl2N4O4SSiTb", "method": "ωB97M-V with the def2-TZVPD basis set", "e_homo_ev": [-7.111, -7.124], "gap_ev": [6.266, 7.107], "energy_ha": -3892.903349, "s_squared": 12.613, "charge": 0, "de_lowest_ev": 2.590, "spin_multiplicity": 7, "symbols": ["C", "C", "H", "H", "H", "C", "C", "H", "H", "H", "H", "Tb", "Cl", "C", "O", "N", "C", "C", "H", "H", "H", "H", "H", "H", "H", "H", "H", "C", "C", "N", "H", "C", "O", "H", "H", "H", "H", "H", "H", "C", "C", "N", "H", "C", "O", "H", "H", "H", "H", "O", "C", "C", "C", "H", "C", "H", "C", "H", "C", "C", "H", "H", "H", "Si", "Cl", "C", "C", "C", "H", "H", "H", "H", "H", "H", "H", "H", "H", "S", "C", "N"], "coordinates": [[3.333994, -1.811540, -3.273696], [2.546279, -1.407093, -4.474765], [3.636808, -2.861916, -3.317430], [2.765481, -1.643996, -2.349556], [4.257902, -1.219012, -3.180919], [2.545389, -2.048112, -5.649805], [3.377390, -3.231551, -5.985403], [1.918256, -1.685298, -6.461496], [3.443841, -3.961561, -5.170660], [4.399288, -2.965388, -6.291757], [2.921214, -3.727519, -6.848918], [0.015957, -0.276814, 3.885371], [1.853277, -0.527460, 1.940631], [-0.413964, 2.262063, 2.088217], [-1.049098, 1.433090, 2.813949], [-0.868391, 3.075988, 1.150173], [-2.253824, 2.939398, 0.735555], [-0.080664, 4.229126, 0.649233], [0.650761, 2.197788, 2.209563], [-2.705751, 2.261342, 1.454719], [-2.305842, 2.466502, -0.255708], [-2.768645, 3.907960, 0.746707], [0.887247, 4.209510, 1.177597], [-0.588859, 5.194920, 0.873961], [0.108393, 4.166186, -0.446723], [-3.931157, 2.166213, 7.174964], [-2.120022, 2.371292, 9.144778], [-3.666684, 1.116052, 7.252967], [-1.849836, 1.350914, 8.921810], [-2.264502, 0.977610, 7.602875], [-3.882588, 0.657977, 6.301310], [-1.417851, 0.965269, 6.573383], [-1.644170, 0.614635, 5.408790], [-0.789357, 1.262346, 9.149823], [-0.401882, 1.213899, 6.673554], [-4.251993, 0.657097, 8.034302], [-2.341899, 0.686073, 9.610028], [0.969631, -4.645928, 2.788166], [-0.097101, -3.091664, 0.802956], [-0.044884, -4.691860, 3.216449], [-1.016385, -3.467596, 1.271263], [-0.880031, -3.602742, 2.711238], [0.066017, -4.566372, 4.299360], [-1.384299, -2.660055, 3.488029], [-1.654197, -1.484520, 3.062173], [-1.823897, -2.769952, 1.051553], [-1.418769, -2.863784, 4.558724], [-0.494584, -5.662806, 2.970696], [-1.259396, -4.450432, 0.861089], [0.412516, -0.557945, -3.784568], [1.682003, -0.165005, -4.294736], [0.459043, 0.507743, -6.440045], [1.545655, 0.650560, -5.576909], [-0.339847, -0.187221, -6.173343], [0.427994, 1.239064, -7.632742], [2.192980, 0.454776, -3.541966], [2.612370, 1.495730, -5.908959], [-0.433100, 1.128371, -8.295535], [1.488480, 2.091216, -7.956750], [2.588900, 2.218798, -7.098448], [3.454574, 1.526298, -5.215497], [1.460167, 2.661193, -8.884963], [3.424238, 2.876808, -7.348807], [-0.581430, 0.223264, -2.701567], [1.138149, -2.566005, 5.144567], [-2.314649, -0.349762, -3.057613], [-0.402004, 2.068805, -2.930967], [-0.040755, -0.274730, -0.995588], [-2.532530, -0.318283, -4.134995], [-3.043053, 0.290817, -2.536801], [-2.453037, -1.385148, -2.712276], [-0.125760, -1.360538, -0.845568], [-0.655794, 0.217629, -0.229411], [1.001395, -0.006010, -0.780138], [-0.518798, 2.356540, -3.986024], [0.581482, 2.432030, -2.599188], [-1.173029, 2.598717, -2.351655], [1.193882, 0.069294, 6.532825], [0.606979, -0.447896, 8.107887], [0.316351, -0.547364, 9.280623]], "atomic_forces_ev_per_a": [[0.339, -0.130, 0.261], [-0.437, 0.063, -0.800], [-0.074, 0.156, 0.079], [0.031, -0.090, -0.181], [-0.200, -0.067, -0.056], [0.148, 0.497, 0.627], [0.019, -0.673, -0.397], [0.129, 0.166, 0.187], [0.045, 0.141, -0.127], [-0.197, 0.047, 0.159], [0.184, -0.144, 0.155], [1.185, -0.686, 1.494], [-0.672, 0.430, 0.584], [0.095, -1.214, 0.710], [0.004, 1.567, -1.695], [-0.289, 0.491, 0.129], [-0.239, -0.150, 0.050], [0.401, -0.334, -0.025], [0.885, 0.812, -0.135], [-0.317, 0.069, -0.074], [0.012, 0.328, 0.177], [0.152, -0.268, -0.070], [-0.367, 0.116, -0.326], [0.188, -0.826, -0.059], [-0.285, -0.114, 0.761], [-0.065, 0.281, 0.127], [-0.447, 0.498, 0.077], [-0.131, -0.246, 0.541], [0.138, 0.548, 0.763], [0.208, 0.300, -2.114], [0.107, -0.292, -0.174], [-0.582, 0.158, 0.603], [-1.274, -0.473, -1.274], [-0.188, -0.142, -0.671], [0.694, 0.974, 1.575], [-0.392, -0.135, 0.149], [-0.254, -0.189, 0.442], [-0.476, 0.261, 0.035], [-0.100, -0.100, 0.199], [-0.339, -0.498, 0.421], [0.223, 0.127, -0.343], [-0.390, 0.192, -0.185], [-0.062, -0.185, -0.402], [0.927, -0.041, -0.171], [-0.436, -1.235, 0.183], [0.087, -0.073, 0.000], [-0.144, -0.248, -0.090], [0.038, 0.218, -0.005], [0.064, 0.090, 0.005], [-0.173, -0.105, -0.136], [-0.269, 0.013, 0.040], [0.217, 0.207, 0.055], [0.236, -0.082, 0.155], [0.184, 0.271, -0.086], [0.159, -0.022, 0.221], [-0.048, 0.113, -0.116], [-0.423, -0.212, -0.121], [0.338, 0.110, 0.105], [-0.050, -0.029, 0.046], [-0.143, -0.126, 0.099], [-0.101, 0.215, -0.272], [0.005, -0.136, 0.209], [-0.312, -0.194, -0.001], [0.669, -0.231, -0.299], [-0.449, 0.019, -0.853], [-0.196, -0.077, -0.047], [-0.070, 0.350, -0.038], [-0.063, 0.039, 0.265], [0.035, 0.033, 0.285], [0.118, -0.213, -0.132], [-0.006, 0.275, -0.102], [-0.023, 0.270, -0.059], [0.072, -0.137, 0.001], [-0.197, -0.021, -0.084], [-0.008, -0.082, 0.246], [-0.187, -0.110, -0.048], [0.170, -0.030, -0.123], [1.491, -0.396, 1.913], [-0.263, 0.509, 3.088], [1.344, -0.195, -5.330]], "mulliken_charge": [-1.3350, 0.1849, 0.3969, 0.2262, 0.2599, 0.0723, -1.4087, 0.3126, 0.3762, 0.2643, 0.3706, 0.7947, -0.5151, 0.0187, -0.4695, 0.3263, -0.8874, -0.7891, 0.4873, 0.2644, 0.1205, 0.4062, 0.3058, 0.3230, 0.2448, 0.3338, 0.3253, -1.0120, -1.0781, 0.2758, 0.2324, -0.4138, -0.6966, 0.4215, 0.9047, 0.3579, 0.3833, 0.3189, 0.3457, -0.9152, -1.1124, 0.3408, 0.3864, -0.3798, -0.5787, 0.3252, 0.8458, 0.2871, 0.3698, -0.4243, 0.3353, 0.1299, -0.1468, 0.4440, -0.8069, 0.6024, -0.4280, 0.3923, -0.3899, -0.7009, 0.3814, 0.3791, 0.3933, 0.0947, -0.4537, -0.9996, -0.9824, -0.2585, 0.2687, 0.3147, 0.3133, -0.0722, 0.0127, 0.2895, 0.3908, 0.2840, 0.4384, -0.3859, 0.6436, -0.6775]}

---

Entry 2:
{"formula": "C24H43F6N4O7PS2", "method": "ωB97M-V with the def2-TZVPD basis set", "e_homo_ev": -7.919, "gap_ev": 7.081, "energy_ha": -3422.891637, "charge": 0, "de_lowest_ev": 0.000, "symbols": ["C", "C", "O", "P", "O", "C", "C", "C", "C", "N", "C", "C", "C", "C", "C", "C", "C", "C", "C", "C", "C", "N", "C", "C", "C", "N", "O", "C", "C", "H", "H", "H", "H", "H", "H", "H", "H", "H", "H", "H", "H", "H", "H", "H", "H", "H", "H", "H", "H", "H", "H", "H", "H", "H", "H", "H", "H", "H", "H", "H", "H", "H", "H", "H", "H", "H", "H", "H", "H", "H", "H", "H", "C", "F", "F", "F", "S", "O", "O", "N", "S", "O", "O", "C", "F", "F", "F"], "coordinates": [[-0.842126, 4.487272, 0.413213], [-0.167146, 3.544701, -0.583535], [0.993933, 2.924824, -0.015331], [1.130579, 1.355228, -0.171540], [-0.130601, 0.589794, -0.044017], [1.822855, 0.952635, -1.793916], [0.889831, 1.353524, -2.938331], [0.567928, 0.179596, -3.872800], [0.012628, -0.971978, -3.109579], [-1.260039, -1.049422, -2.546228], [-1.402620, -2.225681, -1.947390], [-2.621381, -2.722286, -1.237403], [-3.205829, -1.631653, -0.314046], [-4.711825, -1.759831, -0.015875], [-5.308662, -3.140392, -0.327960], [-5.575702, -0.668213, -0.701561], [-5.026694, -0.144661, -2.045890], [-4.373549, 1.221401, -1.836584], [-5.121746, 2.311526, -1.564625], [-6.370309, 2.671392, -2.351008], [-4.745357, 3.211636, -0.417086], [-0.280347, -2.922895, -2.099941], [0.637917, -2.157653, -2.836454], [1.979468, -2.701018, -3.189972], [2.928623, -2.877922, -1.969654], [4.155120, -2.102377, -2.153242], [2.143649, 0.985643, 0.981987], [2.586281, -0.384373, 0.980043], [1.699469, -1.334061, 1.783632], [-0.552344, 5.513972, 0.216056], [-1.920408, 4.414308, 0.275227], [-0.641613, 4.204763, 1.442264], [-0.906025, 2.835735, -0.948261], [0.145934, 4.143278, -1.439541], [2.843232, 1.301572, -1.944669], [1.900234, -0.132501, -1.804573], [-0.049667, 1.791224, -2.609926], [1.382207, 2.122146, -3.533051], [-0.116716, 0.528793, -4.647157], [1.456920, -0.156599, -4.399261], [-1.960190, -0.326756, -2.592561], [-2.286525, -3.572032, -0.648447], [-3.309895, -3.041553, -2.018949], [-2.679712, -1.730328, 0.633868], [-2.928358, -0.655078, -0.699185], [-4.831416, -1.622491, 1.057292], [-4.669239, -3.966225, -0.023633], [-6.268312, -3.204169, 0.178996], [-5.533718, -3.227172, -1.392962], [-5.757143, 0.130425, 0.011927], [-6.553805, -1.104811, -0.910439], [-5.859760, -0.013556, -2.737530], [-4.313098, -0.835725, -2.497127], [-3.288245, 1.297242, -1.882120], [-7.238194, 2.113853, -1.987317], [-6.563607, 3.730148, -2.216731], [-6.211467, 2.434110, -3.396431], [-3.727579, 3.599497, -0.520839], [-5.418923, 4.062229, -0.327967], [-4.793945, 2.670611, 0.525426], [-0.122593, -3.846646, -1.735057], [1.814897, -3.669867, -3.668497], [2.439758, -2.075550, -3.945718], [2.399642, -2.533526, -1.080076], [3.143429, -3.936600, -1.840331], [4.284337, -1.442991, -1.400117], [4.961431, -2.704531, -2.207982], [2.737358, -0.787446, -0.019795], [3.564370, -0.388204, 1.457179], [0.660864, -1.023122, 1.821537], [1.818152, -2.334583, 1.367419], [2.070532, -1.367386, 2.806674], [4.165469, 1.715578, 4.521743], [2.950917, 1.696389, 3.960447], [5.031899, 2.164539, 3.603662], [4.143488, 2.602062, 5.519627], [4.616866, 0.034912, 5.114616], [4.621536, -0.771282, 3.921345], [3.610230, -0.287554, 6.084664], [6.036868, 0.408604, 5.685609], [6.900451, -0.749913, 6.344159], [7.409121, -1.733138, 5.430081], [6.418532, -1.240120, 7.602294], [8.355516, 0.290232, 6.770729], [8.022624, 1.281373, 7.604541], [8.897114, 0.847880, 5.680513], [9.294219, -0.448775, 7.363445]], "atomic_forces_ev_per_a": [[-0.168, -0.288, -0.262], [-0.480, 1.059, 0.022], [0.115, -0.368, -0.190], [-0.619, -0.932, 0.609], [-0.427, 0.184, -0.504], [0.302, 0.031, 0.154], [0.356, 0.311, -0.499], [-0.332, 0.287, 0.270], [0.475, -0.928, -0.411], [0.840, -0.449, -0.300], [-0.686, -0.283, 0.610], [0.564, 0.688, -0.207], [0.119, -0.575, 0.320], [-0.365, 0.077, -0.189], [0.010, 0.435, -0.168], [0.079, -0.747, -0.145], [0.122, 1.254, -0.594], [-0.435, -0.290, -0.460], [0.353, 0.210, -0.128], [-0.181, -1.046, 1.108], [0.481, 0.716, -0.618], [0.173, 1.146, -0.528], [-0.436, 0.153, -0.016], [-0.358, -0.414, 0.135], [0.026, 0.470, -0.436], [-0.311, -0.129, 0.019], [0.257, 0.354, -0.836], [0.454, -0.714, 0.938], [0.375, 0.315, 0.346], [0.123, 0.115, 0.297], [-0.031, 0.131, 0.022], [0.188, 0.022, 0.041], [0.198, -0.474, 0.219], [0.238, -0.161, -0.104], [-0.021, 0.291, 0.054], [0.028, -0.095, 0.219], [-0.044, -0.055, 0.228], [-0.083, 0.107, -0.052], [-0.174, -0.127, 0.001], [0.160, -0.063, 0.089], [-0.062, 0.027, 0.217], [-0.300, -0.291, -0.084], [-0.207, -0.163, 0.133], [0.189, 0.154, -0.005], [-0.204, 0.164, 0.152], [0.079, 0.067, 0.082], [-0.059, -0.103, 0.097], [-0.020, -0.218, 0.115], [0.144, -0.136, -0.091], [0.122, 0.326, -0.198], [-0.085, -0.051, 0.136], [-0.035, -0.226, -0.138], [-0.184, -0.233, -0.094], [0.145, -0.138, 1.397], [-0.246, 0.170, -0.134], [-0.089, 0.095, -0.121], [-0.125, 0.034, -0.139], [0.026, -0.029, 0.105], [0.029, 0.113, -0.096], [0.034, -0.147, -0.009], [-0.032, -0.049, 0.070], [0.021, -0.046, -0.067], [0.176, 0.170, 0.076], [0.019, -0.116, 0.123], [0.038, -0.057, 0.087], [0.222, -0.036, 0.054], [0.152, 0.091, 0.081], [-0.195, 0.406, -0.305], [0.089, 0.244, -0.024], [-0.127, -0.062, -0.333], [-0.228, -0.112, 0.016], [-0.031, -0.020, 0.076], [0.316, 0.458, 0.053], [-0.058, -0.168, -0.015], [-0.056, -0.100, -0.061], [-0.076, -0.071, 0.026], [-0.225, 0.181, -0.003], [0.066, -0.047, -0.351], [0.002, 0.046, 0.145], [-0.296, -0.625, -0.029], [0.406, -0.242, 0.232], [-0.030, 0.137, -0.260], [-0.176, 0.196, 0.087], [0.100, 0.539, -0.075], [-0.041, -0.084, 0.040], [-0.011, -0.105, -0.021], [-0.064, -0.163, 0.002]], "mulliken_charge": [-1.0818, 0.8357, -0.5089, 0.8473, -0.4996, 0.9030, -0.4939, -1.6631, -0.3559, 0.3005, -0.3002, -0.1060, -0.5831, 0.3761, -1.8078, -0.7901, -0.8414, 0.3194, 0.6593, -1.5996, -1.0357, -0.0711, 1.1128, -1.4399, 0.3038, -0.6396, -0.4129, 1.0902, -1.1650, 0.3265, 0.1469, 0.3473, -0.6575, 0.3796, 0.7296, -1.0743, 0.0307, 0.4473, 0.5542, 0.2717, 0.1063, 0.5113, 0.2924, 0.4790, -0.1014, 0.3119, 0.3557, 0.4996, 0.3766, 0.3928, 0.3604, 0.5987, 0.3229, -0.2157, 0.2738, 0.5074, 0.3471, -0.0369, 0.4737, 0.3025, 0.3328, 0.4402, 0.3771, -0.1909, 0.4602, 0.2778, 0.2559, -1.4020, 0.5392, 0.2755, 0.3417, 0.2625, 0.6846, -0.2171, -0.2495, -0.2466, 0.9276, -0.6072, -0.6629, -0.2814, 1.0065, -0.6545, -0.6479, 0.6620, -0.2383, -0.2380, -0.2200]}